(1)
C5H38NO13S | ωB97M-V/def2-TZVPD

Last column: Löwdin charge in e.
Atoms and positions in Å:
C1 -1.828 1.033 2.012  -0.21
O1 -1.262 2.322 1.894  -0.06
C2 -0.967 -0.002 1.313  -0.28
C3 -1.564 -1.404 1.402  -0.22
C4 -0.890 -2.390 0.452  -0.51
S1 -2.052 -3.751 0.118  0.84
C5 -0.990 -4.896 -0.785  -0.40
N1 0.399 0.081 1.928  0.23
H1 -1.902 0.833 3.083  0.14
H2 -2.855 0.997 1.624  0.14
H3 -1.316 2.608 0.962  0.04
H4 -0.845 0.281 0.262  0.15
H5 -2.632 -1.364 1.205  0.11
H6 -1.500 -1.777 2.429  0.13
H7 -0.607 -1.928 -0.496  0.06
H8 0.042 -2.762 0.887  0.09
H9 -0.363 -5.486 -0.123  0.04
H10 -0.359 -4.378 -1.513  0.04
H11 -1.642 -5.586 -1.317  0.03
H12 0.333 -0.076 2.959  0.10
H13 0.736 1.045 1.800  0.12
H14 1.061 -0.582 1.515  0.14
H15 -3.687 1.784 -2.457  0.09
H16 -2.262 1.693 -3.137  0.03
O2 -2.775 1.522 -2.294  -0.07
H17 3.211 -0.725 3.374  0.01
H18 3.609 -1.345 4.720  0.06
O3 2.888 -1.324 4.091  -0.07
H19 -0.652 -0.772 -3.519  0.04
H20 0.401 -1.027 -4.657  0.10
O4 0.129 -0.366 -3.990  -0.08
H21 3.570 -0.156 1.247  0.03
H22 3.341 1.240 1.869  0.02
O5 3.607 0.326 2.108  -0.08
H23 0.079 -0.448 5.368  0.08
H24 1.207 -1.134 4.503  0.02
O6 0.259 -0.841 4.498  -0.07
H25 2.533 -0.510 -1.048  -0.02
H26 3.370 -1.771 -0.659  0.06
O7 2.798 -1.083 -0.285  -0.09
H27 -1.800 4.067 -0.762  0.09
H28 -1.935 2.568 -1.236  0.04
O8 -1.397 3.203 -0.693  -0.05
H29 -2.215 -1.794 -1.977  0.01
H30 -2.496 -0.301 -2.392  0.03
O9 -2.131 -1.168 -2.698  -0.05
H31 1.338 0.233 -2.805  0.03
H32 1.770 1.379 -1.843  0.02
O10 2.041 0.489 -2.162  -0.07
H33 2.003 2.788 0.432  0.03
H34 2.360 3.485 1.763  0.08
O11 2.248 2.609 1.376  -0.06
H35 -1.669 1.824 -5.325  0.07
H36 -0.601 1.162 -4.406  0.02
O12 -1.260 1.891 -4.466  -0.04
H37 0.285 3.093 -1.103  0.04
H38 1.567 3.625 -1.847  0.10
O13 1.267 2.965 -1.197  -0.07

Output
**Net charge**: +1
**ΔE to the lowest compared entry with this formula, charge and spin**: 0.0 kJ/mol
**Kohn-Sham gap**: 8.8 eV
**Electronic energy**: -44742.808 eV
**LUMO energy**: -2.5 eV
**HOMO level**: -11.3 eV



(2)
C5H39NO14 | ωB97M-V/def2-TZVPD

Last column: Löwdin spin population.
Atoms and positions in Å:
C1 2.063 -1.586 -1.549  0.08
C2 0.639 -2.141 -1.811  0.07
C3 0.690 -3.620 -2.120  0.02
C4 -0.023 -1.388 -2.967  0.00
N1 2.059 -0.368 -0.763  0.60
C5 1.858 -0.516 0.690  0.06
O1 0.741 0.273 1.020  0.05
H1 2.727 -2.318 -1.087  0.00
H2 2.579 -1.352 -2.487  0.02
H3 0.023 -1.970 -0.924  0.00
H4 -0.288 -4.085 -2.218  0.01
H5 1.242 -4.178 -1.363  0.00
H6 1.212 -3.784 -3.060  0.00
H7 0.438 -1.501 -3.945  0.00
H8 -0.029 -0.316 -2.734  0.00
H9 -1.083 -1.635 -3.038  0.00
H10 1.273 0.178 -1.168  0.02
H11 2.731 -0.013 1.114  0.02
H12 1.640 -1.501 1.103  0.02
H13 -0.066 -0.221 0.804  0.00
H14 0.454 4.104 2.324  0.00
H15 -0.442 2.964 2.710  0.00
O2 0.412 3.364 2.941  0.00
H16 -2.881 1.327 1.636  0.00
H17 -1.330 1.368 1.297  0.00
O3 -1.994 1.417 1.999  0.00
H18 2.121 2.369 -2.591  0.00
H19 0.599 2.424 -2.852  0.00
O4 1.354 1.826 -2.818  0.00
H20 -0.754 -1.789 2.210  0.00
H21 -1.093 -3.194 1.602  0.00
O5 -0.474 -2.460 1.536  0.00
H22 -1.796 0.347 -1.578  0.00
H23 -2.362 1.594 -1.047  0.00
O6 -1.584 1.021 -0.915  0.00
H24 0.390 2.329 -0.312  0.00
H25 0.634 3.084 0.954  0.00
O7 -0.100 2.749 0.409  0.00
H26 -1.816 -0.123 3.111  0.00
H27 -0.415 -0.302 3.713  0.00
O8 -1.210 -0.795 3.490  0.00
H28 -3.324 -0.304 0.397  0.00
H29 -4.468 -1.024 0.876  0.00
O9 -4.202 -0.098 0.760  0.00
H30 3.148 1.496 -0.805  0.00
H31 4.570 1.921 -0.432  0.00
O10 3.761 2.236 -0.853  0.02
H32 1.265 -3.524 1.094  0.00
H33 2.600 -3.293 1.716  0.00
O11 2.204 -3.734 0.953  0.01
H34 -1.270 3.864 -0.528  0.00
H35 -2.578 4.430 0.129  0.00
O12 -2.158 4.217 -0.707  0.00
H36 -4.483 0.985 -2.550  0.00
H37 -4.767 0.101 -1.284  0.00
O13 -4.132 0.292 -1.984  0.00
H38 2.298 0.605 4.589  0.00
H39 1.494 0.328 3.270  0.00
O14 1.902 -0.079 4.040  0.00

Output
**Net charge**: +1
**2S+1**: 2
**ΔE to the lowest compared entry with this formula, charge and spin**: 0.0 kJ/mol
**Kohn-Sham gap (spin up / spin down)**: 11.0 / 5.8 eV
**Electronic energy**: -35965.425 eV
**LUMO energy (spin up / spin down)**: -2.6 / -7.9 eV
**HOMO level (spin up / spin down)**: -13.6 / -13.6 eV